No. 1
A single C3H3N3O2 molecule at a distorted geometry, computed with ωB97M-V with the def2-TZVPD basis set.

Highest occupied orbital energy = -9.2 eV
SMILES = [H]/N=c1/nncc(O)o1
E_LUMO = -0.0154 hartree
E_tot = -11722.0902 eV
Frontier orbital gap = 8.75 eV
Spin multiplicity = 1

Atoms and positions in Å:
H (2.185, -1.891, -0.081)
N (2.339, -0.905, -0.018)
C (1.249, -0.289, 0.021)
N (1.435, 1.102, 0.003)
N (0.422, 1.883, 0.013)
C (-0.853, 1.285, 0.040)
C (-1.009, -0.046, -0.087)
O (-2.144, -0.671, 0.000)
O (-0.021, -0.882, 0.104)
H (-1.631, 2.030, 0.013)
H (-1.973, -1.616, -0.008)

=====

No. 2
2 unconnected molecules or ions with the total composition C3H3N3O2 at a distorted geometry, computed with ωB97M-V with the def2-TZVPD basis set.

Highest occupied orbital energy = -10.4 eV
E_LUMO = -0.0391 hartree
E_tot = -11716.6628 eV
Frontier orbital gap = 9.36 eV
Spin multiplicity = 1

Atoms and positions in Å:
C (-0.706, 0.308, -0.809)
C (0.699, -0.471, 1.206)
C (1.589, -0.730, 2.385)
H (-1.309, 0.280, -2.866)
H (-1.836, 1.525, -1.750)
H (-0.449, 0.016, 1.196)
N (-1.752, 0.079, -1.729)
N (1.459, -0.453, 0.109)
N (2.573, -1.254, 3.081)
O (-0.873, 0.950, 0.189)
O (0.603, -0.249, -1.012)

=====

No. 3
A single C3H3N3O2 molecule at a distorted geometry, computed with ωB97M-V with the def2-TZVPD basis set.

Highest occupied orbital energy = -10.1 eV
SMILES = c1nnconco1
E_LUMO = 0.0232 hartree
E_tot = -11718.9624 eV
Frontier orbital gap = 10.75 eV
Spin multiplicity = 1

Atoms and positions in Å:
C (-0.199, 1.402, 0.423)
N (0.980, 1.311, 0.225)
N (1.590, 0.343, -0.593)
C (1.337, -0.831, -0.190)
O (0.366, -1.290, 0.628)
N (-0.896, -1.350, 0.049)
C (-1.613, -0.358, -0.286)
O (-1.336, 0.869, -0.320)
H (-0.451, 2.131, 1.055)
H (2.113, -1.717, -0.578)
H (-2.764, -0.456, -0.387)

=====

No. 4
A single C3H3N3O2 molecule at a distorted geometry, computed with ωB97M-V with the def2-TZVPD basis set.

Highest occupied orbital energy = -9.8 eV
SMILES = [H]/N=C/n1ncc(=O)o1
E_LUMO = -0.0029 hartree
E_tot = -11720.8784 eV
Frontier orbital gap = 9.75 eV
Spin multiplicity = 1

Atoms and positions in Å:
H (3.566, -0.165, 0.933)
N (2.702, 0.156, 0.225)
C (1.738, -0.694, 0.071)
N (0.622, -0.086, -0.475)
N (0.347, 1.169, -0.108)
C (-0.896, 1.219, 0.015)
C (-1.527, -0.128, 0.005)
O (-2.681, -0.478, 0.313)
O (-0.517, -0.911, -0.227)
H (1.823, -1.834, 0.121)
H (-1.400, 2.068, 0.221)

=====

No. 5
A single C3H3N3O2 molecule at a distorted geometry, computed with ωB97M-V with the def2-TZVPD basis set.

Highest occupied orbital energy = -9.3 eV
SMILES = c1nnn2c1OCO2
E_LUMO = 0.0145 hartree
E_tot = -11718.0898 eV
Frontier orbital gap = 9.69 eV
Spin multiplicity = 1

Atoms and positions in Å:
C (1.489, 1.013, 0.204)
N (2.164, -0.039, -0.015)
N (1.397, -1.122, 0.087)
N (0.100, -0.642, -0.228)
C (0.090, 0.707, -0.114)
O (-1.221, 1.153, -0.277)
C (-2.021, 0.107, 0.338)
O (-1.219, -1.176, -0.083)
H (1.648, 1.995, 0.264)
H (-2.977, -0.083, -0.416)
H (-2.130, -0.067, 1.555)

=====

No. 6
A single C3H3N3O7 molecule at a distorted geometry, computed with ωB97M-V with the def2-TZVPD basis set.

Highest occupied orbital energy (alpha / beta) = -10.7 / -10.7 eV
SMILES = CC(=O)/C([N+](=O)[O-])=[N+](/[O-])O[N+](=O)[O-]
E_LUMO (alpha / beta) = -0.0715 / -0.0714 hartree
E_tot = -21950.1591 eV
Frontier orbital gap (alpha / beta) = 8.72 / 8.73 eV
Spin multiplicity = 1

Atoms and positions in Å:
C (-1.988, -0.201, 0.124)
C (-0.764, -0.329, -0.798)
O (-0.643, -1.041, -1.801)
C (0.408, 0.548, -0.363)
N (0.133, 1.841, 0.236)
O (0.827, 2.167, 1.155)
O (-0.821, 2.469, -0.160)
N (1.714, 0.406, -0.488)
O (2.632, 1.132, -0.613)
O (2.017, -0.948, -0.500)
N (1.258, -1.668, 0.490)
O (0.870, -2.730, 0.133)
O (1.135, -1.115, 1.548)
H (-1.552, 0.110, 1.100)
H (-2.513, -1.096, 0.226)
H (-2.715, 0.458, -0.287)

=====

No. 7
A single C3H3N3OS molecule at a distorted geometry, computed with ωB97M-V with the def2-TZVPD basis set.

Highest occupied orbital energy = -10.4 eV
SMILES = O=C(S)n1nccn1
E_LUMO = 0.0048 hartree
E_tot = -20511.5224 eV
Frontier orbital gap = 10.50 eV
Spin multiplicity = 1

Atoms and positions in Å:
O (-0.450, -2.689, 0.263)
C (-0.035, -1.657, 0.747)
S (0.690, -1.559, 2.356)
N (-0.105, -0.405, -0.010)
N (0.378, 0.743, 0.457)
C (0.114, 1.589, -0.511)
C (-0.500, 0.833, -1.573)
N (-0.617, -0.415, -1.216)
H (1.020, -0.242, 2.389)
H (0.401, 2.653, -0.405)
H (-0.897, 1.150, -2.498)

=====

No. 8
A single C3H3N3S molecule at a distorted geometry, computed with ωB97M-V with the def2-TZVPD basis set.

Highest occupied orbital energy = -9.7 eV
SMILES = Sc1cnnnc1
E_LUMO = -0.0059 hartree
E_tot = -18462.5114 eV
Frontier orbital gap = 9.54 eV
Spin multiplicity = 1

Atoms and positions in Å:
S (-2.256, -0.230, -0.134)
C (-0.530, -0.066, -0.067)
C (0.239, 1.101, -0.047)
N (1.546, 1.010, -0.112)
N (2.184, -0.132, -0.134)
N (1.569, -1.280, -0.015)
C (0.235, -1.245, -0.063)
H (-2.648, 1.059, 0.485)
H (-0.203, 2.077, 0.015)
H (-0.137, -2.295, 0.071)

=====

No. 9
A single C3H3N3S molecule at a distorted geometry, computed with ωB97M-V with the def2-TZVPD basis set.

Highest occupied orbital energy = -9.2 eV
SMILES = [H]/N=C1\C=NC(=S)N1
E_LUMO = -0.0536 hartree
E_tot = -18464.5491 eV
Frontier orbital gap = 7.74 eV
Spin multiplicity = 1

Atoms and positions in Å:
H (-2.293, 0.969, -0.816)
N (-1.332, 1.308, -0.872)
C (-0.566, 0.456, -0.326)
C (-0.785, -0.871, 0.286)
N (0.303, -1.396, 0.726)
C (1.359, -0.459, 0.465)
S (2.917, -0.688, 0.827)
N (0.807, 0.627, -0.172)
H (-1.767, -1.336, 0.359)
H (1.358, 1.391, -0.478)

=====

No. 10
A single C3H3N3S molecule at a distorted geometry, computed with ωB97M-V with the def2-TZVPD basis set.

Highest occupied orbital energy = -9.4 eV
SMILES = Sc1ncncn1
E_LUMO = -0.0097 hartree
E_tot = -18462.7185 eV
Frontier orbital gap = 9.12 eV
Spin multiplicity = 1

Atoms and positions in Å:
S (2.568, -0.270, 0.053)
C (0.892, -0.336, -0.132)
N (0.487, 0.979, -0.210)
C (-0.865, 1.069, -0.141)
N (-1.695, 0.045, 0.337)
C (-1.223, -1.248, -0.055)
N (0.162, -1.407, -0.155)
H (2.954, 1.128, 0.510)
H (-1.460, 2.093, -0.140)
H (-1.821, -2.053, -0.065)

=====

No. 11
A gas-phase ion, C3H3N4 (charge +1) at a distorted geometry, computed with ωB97M-V with the def2-TZVPD basis set.

Highest occupied orbital energy (alpha / beta) = -15.2 / -15.0 eV
Total charge = +1
SMILES = N=[N+]=C1C=CN=N1
E_LUMO (alpha / beta) = -0.2769 / -0.2895 hartree
E_tot = -9105.5521 eV
Frontier orbital gap (alpha / beta) = 7.69 / 7.16 eV
Spin multiplicity = 1

Atoms and positions in Å:
N (-1.602, -0.866, 2.131)
N (-1.151, -0.049, 1.518)
C (-0.146, 0.042, 0.246)
C (0.242, 1.116, -0.544)
C (1.007, 0.520, -1.533)
N (0.980, -0.789, -1.267)
N (0.249, -1.137, -0.314)
H (-1.251, -1.834, 2.463)
H (0.007, 2.179, -0.325)
H (1.667, 0.819, -2.373)

=====

No. 12
A single C3H3N5 molecule at a distorted geometry, computed with ωB97M-V with the def2-TZVPD basis set.

Highest occupied orbital energy = -9.7 eV
SMILES = [H]/N=c1\nccnnn1
E_LUMO = -0.0310 hartree
E_tot = -10605.3793 eV
Frontier orbital gap = 8.81 eV
Spin multiplicity = 1

Atoms and positions in Å:
H (0.771, 1.547, 2.493)
N (0.085, 1.571, 1.727)
C (-0.144, 0.520, 1.033)
N (0.291, -0.915, 1.049)
C (0.647, -1.605, 0.025)
C (0.923, -0.830, -1.280)
N (0.212, 0.205, -1.665)
N (-1.121, 0.413, -1.140)
N (-1.199, 0.676, 0.097)
H (0.877, -2.662, 0.250)
H (1.918, -1.048, -1.882)

=====

Question: Number 9 is which compound?
Answer: C3H3N3S